DFT (ωB97M-V with the def2-TZVPD basis set) results for 2 unconnected molecules or ions with the total composition C6H15NO.

Computed properties:
- DFT total energy: -367.241156 Ha
- Charge: +1
- E_HOMO (spin up / spin down): -14.6 / -14.6 eV
- Orbital gap (spin up / spin down): 10.5 / 7.1 eV
- Spin multiplicity: 2

Positions of all 23 atoms, in Å:
O (-2.477, 1.460, 0.317)
N (-1.175, -0.675, -1.377)
C (1.509, 0.522, -0.749)
C (1.057, -0.841, -0.364)
C (-0.717, -2.580, 0.250)
C (-0.196, -1.365, -0.445)
C (0.768, 1.558, 0.002)
C (1.178, 1.492, 1.480)
H (1.652, 0.681, -1.892)
H (2.263, 1.545, 1.381)
H (-0.384, 1.469, -0.018)
H (-1.589, -2.316, 0.907)
H (0.610, 2.258, 1.992)
H (-0.082, -3.053, 0.938)
H (2.613, 0.592, -0.528)
H (0.928, 0.520, 1.942)
H (-1.632, -1.357, -2.009)
H (-2.277, 0.572, -0.067)
H (-1.036, -3.269, -0.478)
H (-3.009, 1.299, 1.069)
H (2.013, -1.398, -0.110)
H (0.973, 2.561, -0.555)
H (-0.990, 0.325, -1.685)

List of natural (NBO) charges in e, atom by atom: O -0.935; N -0.713; C -0.519; C 0.031; C -0.689; C 0.304; C -0.437; C -0.603; H 0.290; H 0.214; H 0.231; H 0.273; H 0.245; H 0.264; H 0.247; H 0.196; H 0.437; H 0.460; H 0.258; H 0.484; H 0.274; H 0.241; H 0.447

DFT (ωB97M-V with the def2-TZVPD basis set) results for 9 unconnected molecules or ions with the total composition C48H73BN9O2.

Computed properties:
- DFT total energy: -2540.845080 Ha
- Charge: 0
- E_HOMO: -8.2 eV
- Orbital gap: 8.1 eV
- Spin multiplicity: 2

Positions of all 133 atoms, in Å:
O (-1.094, 4.641, 1.891)
O (-5.905, 2.458, 2.715)
N (4.601, -0.247, -2.146)
N (-0.585, 7.576, 1.546)
N (3.179, -4.275, -4.746)
N (-3.592, -4.909, 4.072)
N (-9.091, 5.685, -0.527)
N (-4.789, 2.531, 2.105)
N (4.478, -10.459, -4.199)
N (6.869, -6.943, -0.939)
N (1.471, -2.220, 1.964)
C (7.754, -4.932, -0.680)
C (-4.697, 3.727, 1.214)
C (-1.253, 2.741, -0.319)
C (3.094, 1.161, 1.528)
C (-0.863, 9.699, 2.104)
C (2.141, -3.414, 1.979)
C (5.577, 1.129, -3.577)
C (-5.335, 0.521, 0.731)
C (3.249, -5.627, -4.953)
C (0.649, 8.051, 1.892)
C (4.973, 0.068, -4.305)
C (-4.613, -4.145, 2.266)
C (-4.597, 4.955, 2.162)
C (1.011, -3.169, 3.907)
C (1.874, -4.027, 3.173)
C (-2.912, 1.339, 0.940)
C (5.759, -10.660, -3.765)
C (6.621, -5.604, -1.055)
C (-4.286, 1.213, 1.636)
C (4.378, -0.762, -3.395)
C (-4.099, 0.323, 2.888)
C (3.985, -4.554, -6.786)
C (8.725, -5.907, -0.326)
C (-1.510, 8.572, 1.670)
C (-4.794, -4.857, 3.421)
C (5.366, -8.451, -3.929)
C (1.159, 2.549, 0.628)
C (-2.340, 2.755, 0.785)
C (4.228, -9.118, -4.301)
C (-8.996, 6.120, -2.693)
C (-0.052, 1.838, -0.004)
C (-2.644, -4.238, 3.351)
C (0.780, -2.062, 3.134)
C (2.497, 1.876, 0.299)
C (0.511, 9.368, 2.246)
C (-8.406, 6.862, -0.654)
C (3.923, 2.092, 2.417)
C (8.149, -7.137, -0.499)
C (3.629, -3.614, -5.856)
C (-8.330, 7.160, -1.989)
C (-3.247, -3.752, 2.222)
C (3.748, -5.832, -6.211)
C (5.329, 0.907, -2.250)
C (-5.935, 3.909, 0.342)
C (-3.463, 3.685, 0.304)
C (6.337, -9.431, -3.589)
C (-1.603, 2.752, 3.516)
C (-9.455, 5.226, -1.763)
B (-1.660, 3.383, 2.077)
H (-3.087, 0.408, 3.281)
H (2.405, 1.164, -0.522)
H (6.213, -7.673, -1.153)
H (-6.034, 3.148, -0.430)
H (3.729, 0.339, 1.192)
H (-1.322, 10.654, 2.299)
H (5.608, 1.468, -1.374)
H (6.130, 1.959, -3.983)
H (4.591, 1.513, 3.052)
H (4.376, -4.349, -7.768)
H (5.664, -5.246, -1.396)
H (-6.088, 1.215, 0.370)
H (2.847, -3.840, -3.907)
H (7.346, -9.252, -3.255)
H (3.285, 2.661, 3.095)
H (1.483, -1.558, 1.210)
H (1.520, 7.418, 1.856)
H (-1.742, 2.358, -1.221)
H (1.143, 3.612, 0.387)
H (-0.933, 3.757, -0.546)
H (4.283, -0.654, -1.287)
H (1.305, 10.020, 2.570)
H (-3.755, 3.362, -0.702)
H (0.291, 1.390, -0.939)
H (0.608, -3.342, 4.891)
H (-9.291, 5.226, 0.342)
H (7.875, -3.862, -0.665)
H (-0.785, 6.635, 1.250)
H (-6.847, 3.996, 0.927)
H (2.257, -4.983, 3.488)
H (5.489, -7.381, -3.904)
H (-2.762, -3.178, 1.450)
H (-5.670, -5.328, 3.832)
H (3.658, -2.538, -5.892)
H (-3.570, 5.314, 2.227)
H (-5.374, -3.929, 1.535)
H (3.241, 2.610, -0.017)
H (-2.184, 0.715, 1.451)
H (-4.906, 4.682, 3.168)
H (-3.054, 4.688, 0.186)
H (3.819, -11.186, -4.408)
H (-2.547, 8.397, 1.440)
H (-1.276, 3.508, 4.233)
H (-2.996, 0.934, -0.072)
H (-4.862, 0.035, -0.119)
H (6.148, -11.653, -3.622)
H (-10.005, 4.308, -1.874)
H (-5.868, -0.241, 1.294)
H (2.942, -6.319, -4.189)
H (-1.626, -4.162, 3.696)
H (1.044, 2.492, 1.718)
H (-0.217, 4.697, 2.276)
H (3.924, -6.791, -6.668)
H (-4.779, 0.605, 3.688)
H (4.977, -0.067, -5.373)
H (-3.430, -5.372, 4.947)
H (-4.237, -0.725, 2.633)
H (-5.807, 4.854, -0.189)
H (2.749, -3.723, 1.146)
H (9.731, -5.725, 0.012)
H (-9.124, 6.039, -3.759)
H (2.283, 0.768, 2.143)
H (0.189, -1.181, 3.316)
H (4.496, 2.812, 1.835)
H (3.269, -8.755, -4.628)
H (-0.363, 1.003, 0.622)
H (-0.934, 1.894, 3.598)
H (8.539, -8.129, -0.349)
H (-5.209, 5.774, 1.795)
H (-2.604, 2.444, 3.820)
H (-8.034, 7.385, 0.210)
H (3.819, -1.671, -3.529)
H (-7.851, 8.026, -2.413)

Mulliken population analysis, charges in e, atoms 1 to 99: O 0.051; O -0.672; N 0.109; N 0.114; N -0.001; N 0.027; N 0.049; N 0.765; N 0.005; N 0.025; N 0.186; C -0.445; C 2.470; C -1.745; C -0.169; C -0.558; C -0.637; C -0.827; C -1.606; C -0.566; C -0.382; C 0.023; C -0.618; C -1.457; C -0.817; C -0.563; C -2.675; C -0.525; C -0.564; C 2.130; C -0.216; C -1.929; C -0.798; C -0.512; C -0.395; C -0.510; C -0.134; C -0.068; C 3.028; C -0.516; C -0.395; C -0.465; C -0.526; C -0.332; C -0.664; C -0.559; C -0.624; C -1.340; C -0.478; C -0.333; C -0.317; C -0.253; C -0.061; C -0.463; C -2.131; C -3.623; C -0.869; C -1.146; C -0.538; B 0.158; H 0.310; H 0.227; H 0.265; H 0.372; H 0.216; H 0.398; H 0.438; H 0.410; H 0.426; H 0.395; H 0.498; H 0.309; H 0.202; H 0.459; H 0.255; H 0.164; H 0.358; H 0.612; H 0.302; H 0.392; H 0.141; H 0.394; H 0.417; H 0.679; H 0.545; H 0.219; H 0.428; H 0.226; H 0.388; H 0.397; H 0.614; H 0.487; H 0.395; H 0.340; H 0.175; H 0.423; H 0.274; H 0.662; H 0.300

DFT (ωB97M-V with the def2-TZVPD basis set) results for 2 unconnected molecules or ions with the total composition C6H11FO.

Computed properties:
- DFT total energy: -410.213491 Ha
- Structure (SMILES): CC(C)=C(C)F.C=O
- Charge: 0
- E_HOMO: -8.5 eV
- Orbital gap: 9.2 eV

Positions of all 19 atoms, in Å:
F (0.047, 1.488, -1.617)
O (-3.408, -0.276, -0.147)
C (0.520, -0.466, -0.383)
C (1.581, -1.085, 0.424)
C (0.697, 0.830, -0.670)
C (1.549, 1.683, 0.154)
C (-3.008, 0.347, 0.763)
C (-0.602, -1.339, -0.934)
H (1.480, -0.613, 1.416)
H (-0.082, -1.977, -1.829)
H (2.646, 1.757, 0.154)
H (-2.666, -0.183, 1.672)
H (-1.063, -1.994, -0.204)
H (-1.419, -0.742, -1.434)
H (1.334, 2.785, 0.180)
H (1.471, -2.189, 0.335)
H (-3.112, 1.481, 0.774)
H (2.718, -0.899, 0.028)
H (1.316, 1.392, 1.318)

List of natural (NBO) charges in e, atom by atom: F -0.324; O -0.494; C -0.098; C -0.638; C 0.376; C -0.701; C 0.283; C -0.640; H 0.222; H 0.211; H 0.237; H 0.106; H 0.222; H 0.243; H 0.242; H 0.226; H 0.107; H 0.215; H 0.205